An isolated ion of composition C5H11O and charge -1. Source: the Open Molecules 2025 dataset; level of theory: wB97M-V/def2-TZVPD.

Geometry as XYZ:
```
17
Properties=species:S:1:pos:R:3:lowdin_charge:R:1
C -1.12501 1.30579 -1.06219 -0.141
C -0.46582 0.13712 -0.35003 -0.422
C -1.20815 -0.18330 1.05295 -0.100
C 1.10220 0.13901 -0.07419 -0.198
C 1.65268 -1.31890 0.24082 -0.600
O 2.22883 -1.77862 -0.83123 -0.346
H -2.21008 1.51543 -1.05225 0.057
H -0.84111 2.25726 -0.48006 0.090
H -0.79282 1.38554 -2.05357 0.037
H -0.51367 -0.85047 -1.03393 0.155
H -1.78874 -1.13585 1.00757 0.053
H -1.96005 0.66867 1.16075 0.063
H -0.38975 -0.39035 1.80627 0.068
H 1.60685 0.49455 -0.93038 0.069
H 1.30168 0.75893 0.84779 0.089
H 0.92443 -1.92619 0.72074 0.051
H 2.47852 -1.07860 1.03095 0.075
```

Output
* SMILES: CC(C)CC[O-]
* gap between HOMO and LUMO: 5.919 eV
* net charge: -1
* relative energy (zero: lowest compared OMol25 entry of this formula, charge and spin): 128.6 kJ/mol
* DFT total energy: -7409.06521 eV
* lowest unoccupied orbital energy: 0.1432 hartree